Here is a structure of composition C30H43F5P2Tm in a non-equilibrium geometry from the Open Molecules 2025 dataset. Energies are from ωB97M-V/def2-TZVPD.

```
81
Properties=species:S:1:pos:R:3:forces:R:3
Tm -1.117 -0.884 0.506 -1.50 -0.83 -0.77
C -0.468 -2.149 2.510 -0.94 0.85 1.08
C -0.638 -0.774 2.942 -0.92 -1.26 0.22
C -2.716 -1.613 2.357 0.93 0.13 0.62
C -1.761 -2.654 2.151 0.15 0.70 0.94
C -2.025 -0.440 2.793 0.53 -1.11 0.56
C 0.731 -2.997 2.758 0.33 -0.23 -0.22
H 1.655 -2.408 2.771 -0.12 -0.16 -0.03
H 0.818 -3.775 1.988 0.16 0.12 0.18
H 0.650 -3.510 3.728 0.01 0.12 -0.21
C -2.114 -4.085 1.953 0.00 -0.41 -0.54
H -1.222 -4.688 1.736 -0.29 0.07 0.06
H -2.815 -4.194 1.117 0.12 -0.17 0.20
H -2.598 -4.499 2.850 0.16 0.13 -0.18
C -4.175 -1.805 2.554 -0.70 -0.11 -0.52
H -4.405 -2.096 3.593 0.24 0.15 -0.25
H -4.568 -2.592 1.905 -0.03 0.18 0.20
H -4.724 -0.882 2.340 -0.06 -0.19 0.04
C -2.702 0.778 3.329 -0.24 0.18 -0.05
H -3.197 0.556 4.287 0.14 0.07 -0.20
H -3.484 1.124 2.640 0.12 0.05 0.20
H -1.997 1.595 3.499 -0.08 -0.04 -0.01
C 0.296 -0.005 3.812 0.29 0.47 -0.02
H -0.032 -0.048 4.865 0.08 -0.04 -0.36
H 0.313 1.056 3.529 0.16 -0.10 0.17
H 1.316 -0.396 3.770 -0.12 0.11 0.03
C 3.382 0.872 -2.511 1.02 -0.63 0.72
C 3.988 0.637 -1.329 0.67 -0.13 -1.51
C 4.846 1.622 -0.595 0.27 0.20 0.33
C 4.271 3.051 -0.489 0.67 -0.37 -0.12
C 2.777 3.138 -0.377 -0.51 1.13 -0.38
C 1.967 3.388 -1.426 0.88 0.70 0.83
C 2.327 3.206 -2.871 0.26 0.09 -0.60
C 3.449 2.179 -3.228 -0.11 0.58 -0.38
H 5.836 1.655 -1.079 -0.19 0.05 0.14
H 4.613 3.618 -1.364 -0.21 0.03 0.37
H 5.032 1.240 0.419 0.07 0.06 -0.27
H 4.437 2.645 -3.087 -0.37 -0.26 -0.10
H 2.887 0.068 -3.070 0.20 0.13 0.44
H 4.074 -0.365 -0.915 -0.12 0.41 -0.27
H 3.348 1.965 -4.308 0.13 0.23 0.42
H 1.420 2.896 -3.415 0.13 0.15 0.19
H 0.997 3.873 -1.261 0.12 -0.66 0.15
H 2.621 4.175 -3.317 -0.21 -0.29 0.15
H 4.723 3.525 0.398 -0.22 -0.04 -0.36
H 2.388 3.168 0.649 -0.07 0.29 -0.39
P 1.403 -0.670 -0.038 -0.99 0.09 -0.44
P -1.643 1.721 0.100 -0.05 -0.45 -0.49
C 0.809 0.643 -1.260 0.83 0.07 -0.08
C -0.533 1.433 -1.374 -0.03 0.08 0.18
H 1.006 0.223 -2.257 -0.19 0.14 0.60
H 1.636 1.331 -1.076 -0.74 0.11 -0.26
H -0.290 2.441 -1.728 0.07 -0.28 -0.22
H -1.129 0.955 -2.167 -0.10 0.14 0.40
C -3.221 2.167 -0.671 -0.23 0.12 -0.06
H -3.962 2.301 0.129 0.14 0.04 -0.29
H -3.570 1.364 -1.337 0.15 0.24 0.21
H -3.114 3.102 -1.239 -0.14 -0.22 0.10
C -1.123 3.215 0.962 0.32 0.35 0.07
H -1.017 4.050 0.251 -0.02 -0.17 0.31
H -0.169 3.045 1.486 -0.32 0.13 -0.18
H -1.896 3.458 1.707 0.29 -0.04 -0.24
C 2.204 -1.946 -1.040 0.49 -0.46 -0.04
H 2.310 -2.831 -0.394 0.04 0.19 -0.29
H 3.184 -1.656 -1.427 -0.35 -0.34 0.04
H 1.567 -2.203 -1.899 0.02 0.14 0.47
C 2.441 0.160 1.189 0.65 0.28 0.04
H 1.851 0.828 1.833 -0.08 -0.43 -0.22
H 3.204 0.781 0.719 -0.21 -0.28 0.34
H 2.925 -0.603 1.820 -0.17 0.25 -0.15
F -4.011 -2.603 -0.241 0.65 -0.05 -0.76
C -3.294 -2.584 -1.415 -0.14 0.26 -0.40
C -2.069 -1.929 -1.492 -0.03 0.00 0.17
C -1.521 -1.878 -2.764 -0.41 -0.43 -0.11
F -0.270 -1.344 -2.986 -0.61 -0.09 0.17
C -2.156 -2.366 -3.900 0.29 0.16 -0.40
F -1.604 -2.163 -5.112 -0.26 -0.28 0.40
C -3.364 -3.045 -3.780 -0.16 -0.08 -0.20
F -3.987 -3.542 -4.863 0.46 0.32 0.76
C -3.918 -3.175 -2.511 -0.70 -0.37 0.39
F -5.078 -3.851 -2.335 0.71 0.50 -0.31
```
Positions in Å, forces in eV/Å.

Calculated values
- Gap between HOMO and LUMO (spin up / spin down): 7.89 / 7.94 eV
- Calculated total energy: -93494.422 eV
- 2S+1: 3
- Total charge: +1
- ⟨S²⟩: 2.003
- Max |F|: 0.037 hartree/bohr